Entry 1:
Entry from the Open Molecules 2025 dataset: a gas-phase ion, C3H5O3 (charge +1) at a distorted geometry (ωB97M-V with the def2-TZVPD basis set).

Atoms and positions in Å:
1 O -0.30069 0.76795 0.71235
2 C 0.90312 -0.17183 0.57841
3 O -0.55358 -0.46389 -1.19571
4 H 0.83294 -1.03858 1.22126
5 H -1.88237 1.01445 -0.50902
6 H -1.86710 -0.51292 0.69284
7 H 0.05673 1.57438 0.28073
8 H 1.72640 0.47273 0.78524
9 C 0.76120 -0.64382 -0.92144
10 O 1.65561 -1.11699 -1.50486
11 C -1.33226 0.11851 -0.13980

Summary:
* ΔE to the lowest compared entry with this formula, charge and spin: 22.64 kcal/mol
* HOMO-LUMO gap: 11.561 eV
* charge: +1
* electronic energy: -9324.561 eV
* max |F|: 3.63 eV Å⁻¹
* M: 89.07 g/mol
* highest occupied orbital energy: -0.5936 Ha

Entry 2:
Entry from the Open Molecules 2025 dataset: 2 unconnected molecules or ions with the total composition C3H5O3P at a distorted geometry (ωB97M-V with the def2-TZVPD basis set).

Atoms and positions in Å:
1 O 1.25726 0.79913 -2.61843
2 H -0.46742 0.45477 2.61819
3 H -0.14622 -2.14835 0.27062
4 P 0.83091 1.19570 -1.19092
5 C -1.25066 -0.05275 2.06135
6 O 1.77267 0.31262 -0.08211
7 H -1.22917 -1.11186 -0.48755
8 C -0.13825 -1.29829 -0.38500
9 C 0.32337 0.04218 0.02853
10 O 0.89292 2.69695 -0.84809
11 H -2.11535 0.75575 2.08529
12 H 0.26993 -1.64585 -1.45188

Summary:
* ΔE to the lowest compared entry with this formula, charge and spin: 121.35 kcal/mol
* HOMO-LUMO gap (alpha / beta): 6.172 / 5.884 eV
* charge: -2
* electronic energy: -18617.798 eV
* max |F|: 3.60 eV Å⁻¹
* M: 120.04 g/mol
* highest occupied orbital energy (alpha / beta): 0.0350 / 0.0452 Ha

Entry 3:
Entry from the Open Molecules 2025 dataset: a molecular structure, C3H5O3P at a distorted geometry (ωB97M-V with the def2-TZVPD basis set).

Atoms and positions in Å:
1 H -1.28873 0.31799 -2.50505
2 P 1.49671 -0.09664 -0.25980
3 H -1.07180 -1.11477 0.32811
4 H -0.29054 0.88547 1.52306
5 C 0.60330 0.24249 1.41962
6 O 2.31016 1.20397 0.36420
7 O 0.41283 0.56606 -1.25434
8 O 1.79730 1.07318 1.68320
9 H 0.53964 -0.60563 2.07242
10 H -2.25874 -1.43260 -1.08616
11 C -1.38642 -0.95577 -0.73592
12 C -0.86371 -0.08376 -1.54934

Summary:
* ΔE to the lowest compared entry with this formula, charge and spin: 124.96 kcal/mol
* HOMO-LUMO gap: 9.569 eV
* electronic energy: -18618.761 eV
* max |F|: 3.58 eV Å⁻¹
* M: 120.04 g/mol
* highest occupied orbital energy: -0.3311 Ha

Entry 4:
Entry from the Open Molecules 2025 dataset: a molecular structure, C3H5O3Ru at a distorted geometry (ωB97M-V with the def2-TZVPD basis set).

Atoms and positions in Å:
1 H -2.66879 0.41208 0.85227
2 O 1.03377 -1.20994 0.62886
3 H 0.76200 -1.96746 -0.45997
4 C -0.87967 1.33210 -0.03737
5 H -1.48016 1.59208 -0.92016
6 O 0.29299 0.62589 -0.45579
7 H -1.19705 0.33201 1.87454
8 C 0.06309 -0.82661 -0.30442
9 H -0.58758 2.24613 0.49230
10 Ru 2.02560 0.48071 0.70410
11 O -1.23965 -0.91335 0.19621
12 C -1.57827 0.30983 0.84062

Summary:
* 2S+1: 7
* ΔE to the lowest compared entry with this formula, charge and spin: 33.79 kcal/mol
* HOMO-LUMO gap (alpha / beta): 8.031 / 7.355 eV
* charge: +1
* expectation value of S²: 12.014
* electronic energy: -11899.490 eV
* max |F|: 4.10 eV Å⁻¹
* M: 190.14 g/mol
* highest occupied orbital energy (alpha / beta): -0.4359 / -0.5530 Ha

Question: What is the formula in the first record?
Answer: C3H5O3